# 1
C5H8O2 | the ωB97M-V functional and the def2-TZVPD basis

SMILES ... O=CCCCC=O
HOMO-LUMO gap ... 10.59 eV
LUMO level ... 0.7 eV
Total charge ... 0
Relative energy (zero: lowest compared OMol25 entry of this formula, charge and spin) ... 23.8 kcal per mole
HOMO level ... -9.94 eV

The geometry in XYZ format:
```
15
Properties=species:S:1:pos:R:3:lowdin_charge:R:1
O 1.286 1.036 2.093 0.07
C 1.402 0.171 1.265 -0.29
C 0.394 -0.890 0.955 -0.16
C -0.011 -0.926 -0.534 -0.21
C -1.086 0.111 -0.869 -0.16
C -0.630 1.543 -0.735 -0.27
O -1.354 2.405 -0.306 0.06
H 2.283 0.160 0.586 0.13
H -0.525 -0.826 1.540 0.12
H 0.835 -1.858 1.209 0.12
H -0.399 -1.924 -0.730 0.11
H 0.827 -0.776 -1.217 0.11
H -1.967 0.008 -0.235 0.12
H -1.426 -0.052 -1.898 0.12
H 0.371 1.817 -1.123 0.13
```

***

# 2
C26H22CdN8O2S2Se2 | the ωB97M-V functional and the def2-TZVPD basis

HOMO-LUMO gap ... 5.41 eV
LUMO level ... 3.5 eV
Total charge ... -2
Relative energy (zero: lowest compared OMol25 entry of this formula, charge and spin) ... 14.3 kcal per mole
HOMO level ... -1.90 eV

The geometry in XYZ format:
```
63
Properties=species:S:1:pos:R:3:lowdin_charge:R:1
Cd -1.457 2.434 0.485 1.17
N 1.690 1.033 3.843 -0.01
C 0.485 1.313 3.119 -0.98
S 0.654 2.640 2.054 0.43
N -0.567 0.652 3.445 -0.05
N -1.720 1.056 2.793 -0.06
C -2.801 0.497 3.211 -0.13
C -4.012 0.375 2.504 -0.19
C -4.967 -0.433 3.057 -0.11
C -6.271 -0.607 2.638 -0.14
C -6.654 0.152 1.528 -0.12
C -5.741 1.032 0.952 -0.03
C -4.399 1.173 1.381 -0.37
O -3.607 2.041 0.827 -0.24
H 2.435 1.598 3.384 0.03
H 1.957 0.024 3.868 0.07
H -2.685 -0.190 4.075 0.11
H -4.652 -0.907 3.974 0.09
H -6.998 -1.180 3.215 0.08
H -7.584 -0.031 1.041 0.07
H -5.950 1.543 0.091 0.07
N -2.641 6.583 -1.636 -0.02
C -2.192 5.293 -1.207 -1.01
S -2.295 5.069 0.461 0.44
N -1.737 4.571 -2.150 -0.05
N -1.305 3.282 -1.816 -0.09
C -0.487 2.743 -2.624 -0.12
C 0.037 1.336 -2.661 -0.16
C 0.917 1.121 -3.762 -0.08
C 1.503 -0.118 -3.944 -0.13
C 1.051 -1.233 -3.154 -0.11
C 0.228 -0.989 -2.103 -0.03
C -0.176 0.356 -1.718 -0.43
O -0.850 0.483 -0.633 -0.20
H -2.644 7.177 -0.808 0.02
H -1.993 7.009 -2.272 0.04
H -0.320 3.353 -3.557 0.11
H 1.139 2.031 -4.315 0.09
H 2.081 -0.261 -4.781 0.04
H 1.309 -2.191 -3.513 0.07
H -0.176 -1.792 -1.511 0.10
Se 4.769 -2.809 2.433 0.60
Se 5.088 -4.596 1.011 0.59
C 4.972 -3.788 -0.756 -0.63
C 4.725 -2.456 -1.075 -0.09
C 4.735 -2.044 -2.357 -0.08
C 4.934 -2.964 -3.333 -0.08
C 5.071 -4.304 -2.957 -0.15
N 5.061 -4.732 -1.693 0.00
C 2.980 -2.368 1.817 -0.70
C 1.886 -3.141 2.156 -0.13
C 0.614 -2.710 1.871 -0.06
C 0.432 -1.475 1.257 -0.05
C 1.581 -0.711 0.993 -0.12
N 2.835 -1.130 1.313 0.03
H 4.613 -1.786 -0.261 0.06
H 4.428 -1.079 -2.670 0.11
H 4.929 -2.772 -4.383 0.09
H 5.022 -5.155 -3.641 0.10
H 2.017 -4.048 2.686 0.08
H -0.241 -3.153 2.290 0.09
H -0.565 -1.038 1.060 0.10
H 1.507 0.224 0.458 0.08
```

***

# 3
C4H9NO2 | the ωB97M-V functional and the def2-TZVPD basis

HOMO-LUMO gap (alpha / beta) ... 7.57 / 7.57 eV
LUMO level (alpha / beta) ... -0.1 / -0.1 eV
Total charge ... 0
Relative energy (zero: lowest compared OMol25 entry of this formula, charge and spin) ... 133.9 kcal per mole
HOMO level (alpha / beta) ... -7.71 / -7.71 eV

The geometry in XYZ format:
```
16
Properties=species:S:1:pos:R:3:lowdin_charge:R:1
C -0.113 0.724 -0.577 -0.42
C -1.179 -0.580 1.054 -0.05
C 1.119 -1.191 1.023 -0.07
N 0.518 1.946 -0.657 0.12
C -0.631 0.177 -1.834 -0.23
O -1.022 0.609 0.526 -0.07
O -0.243 0.505 -2.938 0.04
H 0.702 -0.380 0.080 0.08
H 0.850 2.358 0.198 0.10
H 0.199 2.601 -1.357 0.10
H -1.416 -0.596 -1.712 0.12
H -1.528 -0.577 2.078 0.10
H -1.398 -1.433 0.423 0.09
H 0.727 -2.168 1.301 0.03
H 2.051 -1.371 0.475 0.04
H 1.365 -0.623 1.917 0.03
```

***

# 4
C15H21As2MgN5S5 | the ωB97M-V functional and the def2-TZVPD basis

HOMO-LUMO gap ... 4.61 eV
LUMO level ... 4.2 eV
Total charge ... -2
Relative energy (zero: lowest compared OMol25 entry of this formula, charge and spin) ... 48.0 kcal per mole
HOMO level ... -0.39 eV

The geometry in XYZ format:
```
49
Properties=species:S:1:pos:R:3:lowdin_charge:R:1
Mg 0.859 0.288 0.657 0.09
S 7.554 -0.575 3.623 0.37
C 6.038 -0.300 2.973 -1.56
S 5.750 0.064 1.326 0.86
C 4.002 0.173 1.362 -1.17
C 3.440 -0.035 2.577 -1.17
S 1.751 0.019 3.007 0.44
S 4.580 -0.373 3.866 0.86
S 3.199 0.531 -0.146 0.42
C 0.702 -1.037 -3.525 -0.30
As 0.253 0.307 -2.172 1.11
C 1.084 1.860 -3.035 -0.31
C -1.613 0.632 -2.660 -0.39
C -1.906 0.777 -4.017 -0.15
C -3.208 0.890 -4.472 -0.11
C -4.246 0.825 -3.556 -0.10
C -3.966 0.700 -2.206 -0.15
C -2.654 0.639 -1.721 -0.40
As -2.484 0.476 0.244 1.07
C -4.955 -2.490 -1.216 -0.24
C -3.929 1.763 0.675 -0.36
H 0.499 -0.696 -4.541 0.01
H 0.119 -1.933 -3.313 0.01
H 1.763 -1.267 -3.423 0.02
H 0.771 1.965 -4.075 0.01
H 2.167 1.743 -2.981 0.01
H 0.805 2.754 -2.478 0.02
H -1.099 0.790 -4.742 0.07
H -3.408 0.994 -5.533 0.09
H -5.278 0.850 -3.886 0.09
H -4.795 0.603 -1.519 0.07
H -5.271 -3.533 -1.248 -0.11
H -4.747 -2.048 -0.253 -0.12
H -4.525 -2.061 -2.110 -0.11
H -4.918 1.320 0.551 0.00
H -3.845 2.667 0.068 0.02
H -3.794 2.023 1.726 0.00
C -0.919 1.553 0.635 -0.55
H -0.938 2.464 0.023 -0.04
H -1.067 1.864 1.679 -0.05
N -2.387 -3.787 -0.841 0.06
N -1.486 -3.130 -0.049 -0.29
N -1.356 -3.340 1.253 0.12
C -0.402 -2.477 1.568 -0.24
N -0.012 -1.759 0.514 -0.07
N -0.703 -2.209 -0.524 0.05
H -3.307 -3.174 -0.972 0.01
H -2.685 -4.575 -0.274 0.07
H 0.010 -2.344 2.554 0.08
```

***

# 5
C13H11PS | the ωB97M-V functional and the def2-TZVPD basis

HOMO-LUMO gap (alpha / beta) ... 7.32 / 7.64 eV
LUMO level (alpha / beta) ... -1.0 / -0.1 eV
Total charge ... 0
HOMO level (alpha / beta) ... -8.27 / -7.74 eV

The geometry in XYZ format:
```
26
Properties=species:S:1:pos:R:3:lowdin_charge:R:1
C 0.673 -3.128 -0.249 -0.07
C -3.577 0.751 -0.990 -0.06
C 1.995 -2.673 -0.210 -0.09
C -3.218 2.060 -0.839 -0.11
C -0.378 -2.247 -0.242 -0.03
C -2.549 -0.195 -0.709 0.00
C 2.204 -1.380 0.181 -0.13
C -1.963 2.457 -0.407 -0.08
C -0.210 -0.853 0.015 -0.14
C -1.255 0.121 -0.241 -0.21
C 1.142 -0.453 0.289 -0.33
C -1.139 1.456 -0.063 0.04
C 2.719 1.467 2.099 -0.30
P 1.773 1.262 0.563 0.46
S 2.728 1.907 -1.029 0.17
H 0.442 -4.174 -0.674 0.14
H -4.568 0.586 -1.302 0.09
H 2.751 -3.330 -0.483 0.08
H -4.054 2.778 -1.122 0.13
H -1.313 -2.579 -0.440 0.06
H -2.780 -1.210 -0.766 0.08
H 3.248 -0.923 0.057 0.12
H -1.672 3.431 -0.436 0.08
H 3.601 0.867 2.125 0.02
H 3.150 2.445 1.754 0.03
H 2.249 1.559 3.117 0.07
```

***

# 6
C21H53Cu2N4O9 | the ωB97M-V functional and the def2-TZVPD basis

HOMO-LUMO gap (alpha / beta) ... 6.60 / 3.42 eV
LUMO level (alpha / beta) ... -8.8 / -12.0 eV
Total charge ... +3
Relative energy (zero: lowest compared OMol25 entry of this formula, charge and spin) ... 0.0 kcal per mole
HOMO level (alpha / beta) ... -15.40 / -15.40 eV
Spin multiplicity ... 3

The geometry in XYZ format:
```
89
Properties=species:S:1:pos:R:3:lowdin_spin:R:1
Cu -9.456 -9.785 7.663 0.00
Cu -7.857 -12.918 10.838 0.00
O -10.909 -13.780 7.868 0.00
C -9.878 -12.985 8.273 0.00
O -9.666 -11.911 7.654 0.00
O -9.179 -13.419 9.222 0.00
H -10.870 -14.487 8.549 0.00
C -16.319 -10.807 8.575 0.00
O -14.942 -11.075 8.822 0.00
C -14.511 -10.549 10.068 0.00
C -13.144 -11.075 10.438 0.00
N -13.144 -12.521 10.683 0.00
C -11.868 -13.027 11.157 0.00
C -11.859 -14.560 11.107 0.00
O -11.442 -15.023 9.819 0.00
C -10.316 -15.880 9.891 0.00
H -16.924 -11.082 9.442 0.00
H -16.662 -11.374 7.715 0.00
H -16.499 -9.737 8.444 0.00
H -15.219 -10.688 10.888 0.00
H -14.416 -9.462 9.938 0.00
H -12.804 -10.605 11.361 0.00
H -12.434 -10.832 9.626 0.00
H -13.359 -12.987 9.807 0.00
H -11.642 -12.714 12.178 0.00
H -11.024 -12.688 10.532 0.00
H -12.859 -14.905 11.373 0.00
H -11.151 -14.887 11.870 0.00
H -10.181 -16.462 8.975 0.00
H -10.415 -16.617 10.692 0.00
H -9.399 -15.300 10.039 0.00
C -7.624 -18.285 9.936 0.00
O -6.673 -17.242 10.056 0.00
C -6.728 -16.283 9.031 0.00
C -5.823 -15.125 9.424 0.00
N -6.239 -14.524 10.712 0.00
C -5.104 -13.724 11.203 0.00
C -5.400 -13.032 12.539 0.00
O -6.591 -12.258 12.394 0.00
C -6.753 -11.254 13.394 0.00
H -7.457 -18.867 9.030 0.00
H -8.626 -17.849 9.951 0.00
H -7.504 -18.902 10.821 0.00
H -7.758 -15.914 8.918 0.00
H -6.413 -16.707 8.075 0.00
H -5.777 -14.347 8.667 0.00
H -4.844 -15.600 9.557 0.00
H -6.413 -15.289 11.360 0.00
H -4.781 -12.969 10.482 0.00
H -4.197 -14.332 11.309 0.00
H -4.482 -12.468 12.715 0.00
H -5.535 -13.733 13.365 0.00
H -5.862 -10.811 13.839 0.00
H -7.357 -11.655 14.211 0.00
H -7.313 -10.425 12.960 0.00
C -12.692 -12.897 4.760 0.01
C -13.301 -11.925 5.791 0.12
C -14.605 -11.251 5.375 0.02
O -14.332 -10.555 4.181 0.01
C -15.516 -10.067 3.593 0.00
N -13.427 -12.671 7.042 0.71
H -13.423 -13.685 4.590 0.00
H -11.700 -13.186 5.099 0.00
H -12.565 -12.391 3.803 0.00
H -12.573 -11.112 5.983 0.07
H -15.007 -10.616 6.167 0.00
H -15.366 -11.990 5.086 0.00
H -16.207 -10.873 3.321 0.00
H -15.285 -9.566 2.654 0.00
H -16.050 -9.325 4.193 0.00
H -12.505 -13.123 7.213 0.02
H -13.581 -12.018 7.837 0.02
C -14.481 -19.957 5.787 0.02
C -14.185 -19.630 7.256 0.12
C -13.989 -18.095 7.489 0.10
O -12.930 -17.705 6.699 0.03
C -12.641 -16.323 6.711 0.01
N -15.267 -20.154 8.023 0.66
H -15.285 -19.352 5.356 0.00
H -14.780 -20.991 5.624 0.00
H -13.608 -19.761 5.166 0.00
H -13.245 -20.107 7.547 0.01
H -13.707 -18.007 8.545 0.00
H -14.936 -17.574 7.307 0.00
H -12.501 -15.911 7.715 0.00
H -13.495 -15.790 6.264 0.00
H -11.774 -16.122 6.088 0.00
H -15.247 -20.021 9.046 0.02
H -16.174 -19.734 7.769 0.02
```

***

# 7
CH4CdClHgO | the ωB97M-V functional and the def2-TZVPD basis

HOMO-LUMO gap ... 2.05 eV
LUMO level ... -17.2 eV
Total charge ... +3
HOMO level ... -19.22 eV

The geometry in XYZ format:
```
9
Properties=species:S:1:pos:R:3:lowdin_charge:R:1
Hg -0.340 2.273 4.769 1.20
Cd -4.096 4.822 -1.335 1.53
Cl -2.252 3.497 1.635 -0.31
C 1.294 -2.084 -0.889 0.02
O 0.583 -0.802 -1.167 0.09
H 1.646 -2.645 -1.754 0.11
H 2.211 -1.826 -0.360 0.12
H 0.647 -2.886 -0.534 0.13
H 0.308 -0.349 -0.366 0.11
```

***

# 8
C34H45AsBF6N10PbS4 | the ωB97M-V functional and the def2-TZVPD basis

HOMO-LUMO gap (alpha / beta) ... 5.16 / 4.87 eV
LUMO level (alpha / beta) ... -7.3 / -7.8 eV
Total charge ... +2
HOMO level (alpha / beta) ... -12.43 / -12.64 eV
Spin multiplicity ... 2

The geometry in XYZ format:
```
102
Properties=species:S:1:pos:R:3:lowdin_spin:R:1
Pb 0.695 -0.295 0.125 0.09
C 0.583 4.226 -0.150 0.00
C -0.056 4.565 1.194 0.00
C 0.624 5.813 1.749 0.00
C -1.557 4.822 1.075 0.00
N 0.144 3.432 2.176 0.01
C 0.750 3.581 3.404 0.01
C 0.585 2.428 4.083 0.01
N -0.122 1.561 3.283 0.00
B -0.587 0.211 3.883 0.00
N 0.593 -0.815 4.031 0.06
C 0.457 -1.858 4.875 0.09
C 1.597 -2.618 4.809 0.10
N 2.437 -2.026 3.930 0.05
C 1.820 -0.902 3.440 0.01
S 2.461 0.177 2.318 0.37
C 3.812 -2.552 3.568 0.00
C 3.842 -2.874 2.074 0.00
C 4.057 -3.832 4.359 0.00
C 4.862 -1.513 3.959 0.00
N -1.794 -0.427 3.145 0.00
C -3.064 -0.029 3.506 0.00
C -3.947 -0.816 2.866 0.01
N -3.223 -1.717 2.106 0.00
C -1.905 -1.457 2.283 0.00
S -0.583 -2.280 1.522 0.03
C -3.848 -2.830 1.311 0.00
C -3.371 -4.170 1.868 0.00
C -3.494 -2.664 -0.166 0.00
C -5.365 -2.750 1.461 0.00
C -0.371 2.183 2.113 0.00
S -1.169 1.472 0.745 0.04
H 0.452 5.085 -0.809 0.00
H 0.126 3.359 -0.620 0.00
H 1.651 4.040 -0.037 0.00
H 0.486 6.613 1.024 0.00
H 1.697 5.668 1.877 0.00
H 0.182 6.144 2.690 0.00
H -1.717 5.699 0.448 0.00
H -1.995 5.021 2.054 0.00
H -2.076 3.982 0.619 0.00
H 1.247 4.483 3.703 0.00
H 0.893 2.163 5.079 0.00
H -0.967 0.437 4.999 0.00
H -0.430 -2.000 5.468 0.00
H 1.841 -3.518 5.340 0.00
H 3.019 -3.540 1.808 0.00
H 4.778 -3.385 1.851 0.00
H 3.798 -1.979 1.457 0.00
H 3.342 -4.617 4.105 0.00
H 4.046 -3.661 5.436 0.00
H 5.049 -4.195 4.098 0.00
H 4.782 -0.605 3.367 0.00
H 5.850 -1.938 3.786 0.00
H 4.781 -1.260 5.017 0.00
H -3.228 0.782 4.193 0.00
H -5.018 -0.807 2.902 0.00
H -2.292 -4.284 1.787 0.00
H -3.841 -4.977 1.306 0.00
H -3.661 -4.272 2.914 0.00
H -2.435 -2.827 -0.345 0.00
H -3.763 -1.663 -0.512 0.00
H -4.063 -3.397 -0.740 0.00
H -5.682 -2.872 2.496 0.00
H -5.799 -3.570 0.890 0.00
H -5.770 -1.818 1.065 0.00
S -0.656 -1.314 -2.346 0.05
C -0.594 -0.318 -3.708 0.01
N -1.417 -0.529 -4.875 0.00
N -2.195 -1.480 -4.759 0.00
C -3.105 -1.897 -5.741 0.00
C -3.194 -1.237 -6.967 0.00
C -4.115 -1.699 -7.882 0.00
C -4.923 -2.794 -7.574 0.00
C -4.819 -3.441 -6.348 0.00
C -3.902 -2.993 -5.417 0.00
N 0.230 0.645 -3.920 0.00
N 0.673 1.737 -3.658 0.00
C 1.932 2.147 -4.051 0.00
C 2.803 1.335 -4.796 0.00
C 4.032 1.838 -5.139 0.00
C 4.391 3.128 -4.734 0.00
C 3.529 3.924 -3.994 0.00
C 2.286 3.436 -3.645 0.00
H -2.141 -2.008 -3.852 0.00
H -2.556 -0.392 -7.183 0.00
H -4.209 -1.212 -8.842 0.00
H -5.642 -3.146 -8.302 0.00
H -5.449 -4.290 -6.124 0.00
H -3.796 -3.483 -4.456 0.00
H 2.499 0.339 -5.089 0.00
H 4.727 1.237 -5.709 0.00
H 5.368 3.510 -4.999 0.00
H 3.833 4.912 -3.678 0.00
H 1.592 4.010 -3.046 0.00
F 1.820 1.496 -1.519 0.01
As 3.584 1.691 -1.271 0.00
F 3.823 1.127 -2.883 0.00
F 3.439 3.314 -1.830 0.00
F 5.255 1.831 -0.970 0.00
F 3.189 2.204 0.350 0.00
F 3.560 0.031 -0.704 0.00
```